Computed, not measured: a 7-piece molecular cluster, C43H89IN2O7S overall in a non-equilibrium geometry, with the ωB97M-V functional and the def2-TZVPD basis.

The geometry in XYZ format:
```
143
Properties=species:S:1:pos:R:3:forces:R:3:lowdin_charge:R:1
C 0.340 -0.292 -1.636 -0.3 -0.1 -0.6 -0.1437
C -0.968 -1.131 -1.037 1.0 -0.5 -1.4 -0.1973
C -0.531 -2.744 -1.096 -0.3 -0.3 -0.8 -0.3432
C 0.695 -3.127 -0.082 -0.4 1.0 0.7 -0.1159
C -1.857 -3.699 -0.993 -3.3 -1.0 -1.8 -0.0368
C -2.911 -3.637 -2.276 0.6 -1.3 2.9 0.0491
C -4.306 -4.487 -2.399 1.7 -1.1 3.6 -0.0976
O -5.108 -4.317 -3.621 0.7 -0.1 3.7 -0.1504
C -6.425 -3.722 -3.353 -2.0 0.7 -0.8 -0.1594
C -6.454 -2.085 -3.284 -0.8 0.6 -0.2 -0.2764
C -5.031 -1.347 -3.625 0.3 0.8 0.9 -0.0986
C -7.117 -1.612 -1.826 0.6 0.6 0.0 -0.3484
C -8.717 -2.006 -1.700 -0.4 0.7 0.3 -0.1178
C -6.258 -2.179 -0.525 -1.1 -0.8 -0.3 -0.0959
C -4.702 -5.522 -1.147 2.0 1.9 -1.3 -0.0353
C -6.047 -6.459 -1.185 0.5 0.6 -0.3 -0.1850
C -5.941 -7.863 -0.345 -1.1 0.0 0.3 -0.3258
C -4.745 -8.875 -0.829 -0.4 0.7 -0.3 -0.6133
I -4.192 -10.106 0.940 -0.2 0.5 -1.0 0.6260
C -3.671 -5.555 0.132 2.7 0.4 2.7 -0.1335
N -3.701 -6.324 1.437 0.4 1.8 -2.7 -0.3333
S -2.367 -6.063 2.542 -1.6 2.8 -6.5 0.8695
N -1.510 -4.864 1.542 -3.7 -0.9 -3.3 -0.2969
C -2.278 -4.674 0.253 -0.2 -0.4 0.6 -0.1719
H -0.021 0.694 -2.204 0.9 -2.0 1.6 0.0852
H 0.860 -0.947 -2.488 -1.1 1.3 1.9 0.0807
H 1.138 -0.068 -0.808 -1.6 -0.3 -1.7 0.0721
H -1.825 -0.976 -1.852 1.6 -0.4 2.1 0.1041
H -1.289 -0.790 0.035 0.5 -0.6 -2.2 0.1140
H -0.105 -2.889 -2.202 -1.1 0.2 2.3 0.1348
H 0.449 -2.606 0.962 0.6 -1.4 -2.1 0.0934
H 0.863 -4.280 0.075 -0.5 2.4 -0.4 0.0838
H 1.679 -2.608 -0.468 -2.0 -1.2 0.6 0.0784
H -2.642 -2.906 -3.178 -0.6 -1.9 2.2 0.1048
H -7.121 -4.026 -4.275 1.8 0.4 2.0 0.1491
H -6.969 -4.121 -2.398 1.4 0.5 -1.7 0.0992
H -7.233 -1.697 -4.101 1.6 -1.0 1.7 0.1365
H -4.467 -1.167 -2.592 -1.0 -0.5 -2.3 0.0728
H -4.321 -1.936 -4.346 -1.6 0.9 1.4 0.0770
H -5.180 -0.260 -4.096 0.0 -2.5 1.0 0.0952
H -7.015 -0.425 -1.775 -0.4 -2.5 -0.3 0.1345
H -8.917 -3.112 -1.374 0.6 2.0 -0.6 0.0731
H -9.229 -1.306 -0.880 1.2 -1.6 -1.7 0.0905
H -9.330 -1.821 -2.692 1.5 -0.3 1.9 0.0830
H -6.688 -3.261 -0.271 1.0 2.2 -0.4 0.0733
H -5.118 -2.313 -0.762 -2.2 0.5 0.6 0.0681
H -6.483 -1.505 0.412 0.7 -1.3 -1.9 0.0879
H -6.945 -5.779 -0.791 1.8 -1.7 -0.7 0.1171
H -6.267 -6.720 -2.308 0.5 0.7 2.1 0.1211
H -6.973 -8.435 -0.519 2.2 1.2 0.3 0.1202
H -5.912 -7.632 0.818 0.3 -0.5 -2.6 0.0818
H -3.765 -8.309 -1.151 -2.1 -1.2 0.6 0.0646
H -5.127 -9.645 -1.636 1.0 1.7 1.7 0.0430
C -4.633 3.571 0.223 0.1 0.2 0.1 -0.0820
C -4.244 2.112 0.389 0.1 0.0 -0.1 -0.2795
O -2.868 1.857 0.127 0.0 -0.1 -0.1 -0.1768
C -1.926 2.526 0.962 0.0 -0.1 0.0 -0.2732
C -2.059 2.169 2.433 -0.2 0.0 0.1 -0.0758
H -4.343 3.938 -0.767 -0.1 -0.1 0.1 0.0825
H -5.713 3.696 0.344 0.1 0.0 0.0 0.0766
H -4.137 4.207 0.964 -0.1 -0.1 0.0 0.0667
H -4.814 1.516 -0.332 0.3 0.0 0.0 0.1110
H -4.518 1.741 1.381 0.0 0.1 0.1 0.1058
H -1.987 3.609 0.811 0.0 0.0 0.1 0.1090
H -0.933 2.221 0.617 -0.2 0.0 -0.2 0.1092
H -3.013 2.512 2.845 0.1 0.0 0.0 0.0666
H -1.258 2.636 3.013 -0.1 -0.1 -0.1 0.0737
H -2.012 1.085 2.573 0.1 0.1 0.0 0.0806
C 3.624 5.087 -0.462 0.2 -0.2 0.2 -0.0855
C 2.253 5.223 0.177 0.0 -0.1 -0.2 -0.2682
O 1.698 3.983 0.602 -0.1 0.0 0.0 -0.1692
C 2.431 3.264 1.592 0.0 0.1 0.0 -0.2701
C 2.594 4.025 2.897 0.1 0.2 0.0 -0.0709
H 3.599 4.362 -1.281 -0.1 0.1 0.0 0.0801
H 3.962 6.052 -0.853 -0.1 -0.1 0.0 0.0722
H 4.371 4.739 0.259 0.0 0.2 -0.1 0.0613
H 1.561 5.634 -0.567 -0.1 -0.2 0.2 0.1201
H 2.272 5.937 1.006 0.1 0.0 0.1 0.0989
H 3.402 2.951 1.193 0.0 0.1 0.0 0.1081
H 1.868 2.346 1.791 -0.1 0.2 -0.2 0.1134
H 3.207 4.922 2.766 0.1 -0.1 0.0 0.0498
H 3.081 3.395 3.648 -0.1 0.1 -0.1 0.0825
H 1.621 4.346 3.281 0.1 -0.1 0.0 0.0843
C 5.313 8.465 1.156 0.3 0.1 -0.1 -0.0692
C 5.065 7.528 2.326 0.0 -0.1 -0.2 -0.2814
O 5.798 6.311 2.245 -0.2 -0.1 0.0 -0.1827
C 7.220 6.423 2.234 0.1 0.0 0.1 -0.2688
C 7.786 7.073 3.484 -0.1 0.2 0.1 -0.0706
H 5.130 7.954 0.206 -0.1 0.0 0.1 0.0666
H 4.659 9.340 1.221 0.0 -0.1 0.0 0.0806
H 6.348 8.822 1.140 -0.1 0.0 0.0 0.0725
H 4.005 7.253 2.333 0.2 -0.2 0.0 0.1063
H 5.260 8.027 3.280 0.1 0.1 0.0 0.0964
H 7.552 6.946 1.331 0.0 0.0 0.1 0.0963
H 7.612 5.403 2.162 -0.3 0.1 -0.1 0.1228
H 7.476 8.118 3.570 0.1 0.0 0.0 0.0722
H 8.880 7.050 3.465 -0.1 0.0 0.0 0.0825
H 7.438 6.553 4.382 0.1 0.0 -0.2 0.0591
C -4.903 -9.800 -4.867 0.3 0.0 -0.1 -0.0773
C -5.521 -11.173 -4.659 -0.1 0.1 -0.1 -0.2811
O -5.463 -12.003 -5.814 0.0 0.0 0.0 -0.1635
C -4.163 -12.320 -6.306 -0.1 0.0 0.1 -0.2780
C -3.304 -13.075 -5.306 0.0 0.1 0.2 -0.0838
H -5.348 -9.304 -5.735 0.0 -0.1 0.1 0.0848
H -5.057 -9.174 -3.983 0.0 0.0 -0.1 0.0539
H -3.825 -9.868 -5.046 -0.1 0.1 0.1 0.0708
H -6.583 -11.044 -4.422 0.1 -0.2 -0.2 0.1197
H -5.073 -11.682 -3.801 0.1 0.0 0.0 0.1035
H -3.658 -11.413 -6.656 0.0 0.0 0.1 0.1056
H -4.309 -12.951 -7.188 -0.2 0.1 0.1 0.1180
H -3.073 -12.462 -4.430 0.1 0.0 -0.1 0.0660
H -2.356 -13.372 -5.765 -0.1 0.0 0.0 0.0775
H -3.821 -13.971 -4.951 0.1 0.1 -0.1 0.0828
C 10.424 4.969 -2.476 -0.2 0.1 -0.2 -0.0828
C 9.954 4.427 -1.138 0.1 0.1 0.0 -0.2768
O 8.935 5.217 -0.532 0.0 0.1 0.1 -0.1726
C 7.715 5.349 -1.258 0.0 -0.1 0.0 -0.2694
C 7.012 4.027 -1.508 0.1 -0.2 -0.1 -0.0743
H 10.735 6.014 -2.383 0.0 -0.1 0.0 0.0822
H 11.267 4.381 -2.852 -0.1 0.1 0.1 0.0776
H 9.629 4.932 -3.228 0.1 -0.1 0.0 0.0664
H 10.801 4.429 -0.444 -0.3 0.1 0.1 0.1190
H 9.628 3.387 -1.225 0.0 0.0 -0.1 0.1062
H 7.889 5.888 -2.196 0.0 -0.1 0.0 0.1103
H 7.060 5.985 -0.654 0.2 -0.1 0.1 0.0978
H 7.598 3.376 -2.164 -0.1 0.1 0.0 0.0682
H 6.041 4.194 -1.986 0.1 0.0 0.1 0.0674
H 6.855 3.489 -0.568 0.0 0.1 -0.1 0.0857
C 5.124 6.013 5.691 0.1 -0.2 0.2 -0.0851
C 3.753 6.149 6.330 0.0 -0.1 -0.1 -0.2700
O 3.198 4.909 6.756 -0.1 -0.1 0.0 -0.1672
C 3.931 4.190 7.746 -0.1 0.1 0.0 -0.2778
C 4.094 4.951 9.050 0.1 0.2 0.0 -0.0844
H 5.099 5.288 4.872 0.0 0.2 0.0 0.0817
H 5.462 6.978 5.300 -0.1 -0.1 0.1 0.0608
H 5.871 5.665 6.412 0.0 0.1 0.0 0.0736
H 3.061 6.560 5.586 -0.1 -0.2 0.2 0.1176
H 3.772 6.862 7.160 0.1 0.0 0.1 0.1063
H 4.902 3.877 7.346 0.0 0.1 0.0 0.1061
H 3.368 3.272 7.944 -0.1 0.2 -0.2 0.1182
H 4.707 5.848 8.920 0.0 -0.1 0.1 0.0653
H 4.581 4.321 9.802 -0.1 0.1 -0.1 0.0775
H 3.121 5.272 9.435 0.1 -0.1 0.0 0.0824
```
Positions in Å, forces in eV/Å.

Results
Max |F| ... 0.1415 Eh/bohr
Electronic energy ... -3023.207530 a.u.
LUMO energy ... -1.3 eV
Frontier orbital gap ... 6.54 eV
Relative energy (zero: lowest compared OMol25 entry of this formula, charge and spin) ... 280.16 kcal per mole